i:
DFT (ωB97M-V/def2-TZVPD) results for a gas-phase ion, C5H9N2S (charge +1).

Values from the calculation:
**LUMO (spin up / spin down)**: -6.22 / -6.22 eV
**Kohn-Sham gap (spin up / spin down)**: 7.30 / 7.30 eV

The geometry in ORCA input format:
```
! RIJCOSX wB97M-V def2-TZVPD def2/J DEFGRID3
* xyz 1 1
C 2.007 0.523 -0.828
C 2.235 -0.495 -0.093
C -0.041 -1.424 -0.179
C -0.799 -0.186 0.002
C -1.234 2.143 0.178
N -0.402 0.990 -0.171
N 1.346 -1.467 0.249
S -2.493 -0.531 0.098
H 2.119 1.534 -1.283
H 3.271 -0.854 0.291
H -0.512 -2.146 0.482
H -0.127 -1.579 -1.205
H -0.825 2.562 1.050
H -1.427 2.825 -0.630
H -2.247 1.787 0.295
H 1.434 -1.877 1.196
H -2.304 -1.803 0.548
*
```

Here are the natural (NBO) charges for atoms 1 to 8, given in e: number 1, C, carries 0.167; number 2, C, carries -0.118; number 3, C, carries -0.289; number 4, C, carries 0.152; number 5, C, carries -0.432; number 6, N, carries -0.383; number 7, N, carries -0.525; number 8, S, carries 0.101

***

ii:
DFT (ωB97M-V/def2-TZVPD) results for a gas-phase ion, C5H9N2S (charge +1).

Values from the calculation:
**SMILES**: Cc1[nH]cc(CS)[nH+]1
**LUMO**: -3.35 eV
**Kohn-Sham gap**: 9.58 eV

The geometry in ORCA input format:
```
! RIJCOSX wB97M-V def2-TZVPD def2/J DEFGRID3
* xyz 1 1
C -1.155 2.357 -0.207
C -0.271 1.231 -0.144
N 1.049 1.300 -0.486
C 1.561 -0.013 -0.392
C 0.615 -0.838 0.028
C 0.585 -2.359 0.200
S -0.259 -2.672 1.843
N -0.557 -0.039 0.097
H -2.092 2.356 -0.848
H -1.591 2.843 0.706
H -0.707 3.210 -0.660
H 1.574 1.984 -0.835
H 2.548 -0.346 -0.640
H 0.077 -2.880 -0.529
H 1.694 -2.655 0.354
H -1.509 -2.869 1.257
H -1.512 -0.396 0.207
*
```

Here are the natural (NBO) charges for atoms 1 to 8, given in e: number 1, C, carries -0.738; number 2, C, carries 0.474; number 3, N, carries -0.449; number 4, C, carries -0.062; number 5, C, carries 0.135; number 6, C, carries -0.525; number 7, S, carries -0.006; number 8, N, carries -0.463

***

Question: of the structures shown, which is the least stable? Reply: i.